A cluster of 10 separate species, C52H103INO10 in total at a distorted geometry. Source: the Open Molecules 2025 dataset; level of theory: wB97M-V/def2-TZVPD.

Calculated values
**Relative energy (zero: lowest compared OMol25 entry of this formula, charge and spin)**: 10.6943 eV
**E_HOMO (spin up / spin down)**: -0.3092 / -0.3126 Ha
**2S+1**: 2
**⟨S²⟩**: 0.7546
**Gap between HOMO and LUMO (spin up / spin down)**: 8.76 / 8.81 eV
**Max |F|**: 0.071 hartree/bohr

```
167
Properties=species:S:1:pos:R:3:lowdin_charge:R:1
C -0.019 -0.885 5.340 -0.1284
C 1.613 -0.805 5.198 -0.2474
C 2.192 0.716 4.884 -0.2334
C 2.193 1.715 6.184 -0.2057
C 0.711 2.119 6.754 -0.2115
C -0.396 2.505 5.608 -0.2163
C -0.917 4.091 5.695 -0.1967
C -1.876 4.477 4.380 -0.2150
C -2.772 3.202 3.870 -0.2295
C -4.051 3.587 2.918 -0.2003
C -3.999 2.528 1.629 -0.2343
C -4.070 0.951 2.073 -0.2052
C -2.688 0.101 1.786 -0.2060
C -2.689 -0.656 0.294 -0.1992
C -1.187 -1.032 -0.244 -0.2052
C -0.668 -0.184 -1.539 -0.2437
C -0.403 1.410 -1.302 -0.6625
I -2.305 2.425 -1.879 0.9008
C 0.726 1.879 -2.393 -0.1830
C 1.253 3.420 -2.251 -0.3978
C 2.841 3.403 -2.781 -0.0538
C 0.482 4.424 -3.345 -0.0811
N 1.297 3.975 -0.851 -0.1208
O 0.280 4.809 -0.573 -0.0526
C 1.336 2.921 0.225 -0.4109
C 2.737 2.077 0.340 -0.0657
C 1.190 3.745 1.673 -0.0488
C 0.102 1.836 0.194 -0.1324
H -0.320 -0.515 6.433 0.0717
H -0.368 -2.024 5.259 0.0782
H -0.508 -0.208 4.514 0.0713
H 1.893 -1.447 4.232 0.1075
H 2.206 -1.317 6.086 0.1036
H 1.702 1.196 3.907 0.0873
H 3.338 0.555 4.590 0.1071
H 2.837 2.700 6.003 0.1125
H 2.739 1.121 7.063 0.1050
H 0.236 1.321 7.490 0.1034
H 0.864 3.100 7.417 0.0773
H -0.045 2.356 4.502 0.0872
H -1.336 1.796 5.804 0.1061
H -1.482 4.310 6.711 0.1154
H 0.031 4.812 5.618 0.1125
H -2.545 5.383 4.742 0.1096
H -1.222 4.856 3.457 0.1034
H -3.196 2.661 4.840 0.1207
H -2.058 2.472 3.280 0.0902
H -3.973 4.666 2.419 0.1145
H -5.078 3.543 3.477 0.1070
H -4.855 2.713 0.848 0.1021
H -2.961 2.734 1.105 0.0452
H -4.954 0.371 1.546 0.1150
H -4.271 0.893 3.248 0.1169
H -1.707 0.705 1.992 0.0720
H -2.691 -0.792 2.578 0.1006
H -3.368 -0.095 -0.494 0.0762
H -3.247 -1.692 0.497 0.1023
H -1.242 -2.172 -0.595 0.0988
H -0.443 -1.041 0.678 0.1131
H 0.303 -0.711 -1.975 0.1253
H -1.483 -0.272 -2.399 0.0936
H 1.631 1.122 -2.293 0.1146
H 0.291 1.748 -3.494 0.1233
H 3.560 3.592 -1.875 0.0795
H 3.000 4.272 -3.548 0.0760
H 3.102 2.370 -3.313 0.0818
H 1.115 5.391 -3.535 0.0859
H 0.392 3.825 -4.360 0.0877
H -0.605 4.706 -3.023 0.0362
H 3.564 2.831 0.716 0.1005
H 3.044 1.559 -0.674 0.0800
H 2.608 1.193 1.130 0.0965
H 1.671 4.816 1.637 0.1016
H 0.101 3.730 2.101 0.0630
H 1.852 3.124 2.448 0.0773
H 0.434 0.939 0.883 0.1171
H -0.845 2.314 0.741 0.0816
C 3.598 6.221 8.089 -0.0226
C 2.346 5.732 8.769 -0.4747
O 1.684 4.809 8.299 0.0335
C 1.937 6.418 10.045 -0.0247
H 3.770 5.634 7.181 0.0824
H 3.483 7.271 7.810 0.0871
H 4.455 6.095 8.755 0.0862
H 1.749 7.478 9.853 0.0866
H 2.721 6.301 10.797 0.0856
H 1.016 5.961 10.423 0.0859
C -3.999 -4.449 2.256 -0.0219
C -4.898 -3.471 2.964 -0.4733
O -4.618 -2.275 3.026 0.0361
C -6.153 -4.013 3.594 -0.0265
H -3.132 -3.916 1.850 0.0757
H -3.646 -5.206 2.960 0.0898
H -4.539 -4.918 1.430 0.0599
H -5.896 -4.751 4.358 0.0844
H -6.789 -4.463 2.828 0.0846
H -6.703 -3.194 4.069 0.0818
C -0.883 -4.150 7.800 -0.0292
C -0.702 -4.964 6.547 -0.4981
O -1.434 -4.806 5.571 0.0362
C 0.409 -5.980 6.534 -0.0239
H -1.722 -3.459 7.665 0.0848
H -1.105 -4.810 8.643 0.0838
H 0.021 -3.569 7.999 0.0831
H 0.245 -6.721 7.320 0.0847
H 1.371 -5.480 6.676 0.0852
H 0.421 -6.492 5.566 0.0840
C -1.860 -5.182 -1.484 -0.0176
C -3.301 -5.606 -1.589 -0.4683
O -4.033 -5.629 -0.601 0.0400
C -3.811 -6.001 -2.949 -0.0223
H -1.632 -4.926 -0.444 0.0787
H -1.208 -6.003 -1.793 0.0905
H -1.686 -4.302 -2.108 0.0803
H -3.246 -6.858 -3.323 0.0814
H -3.724 -5.157 -3.638 0.0762
H -4.867 -6.284 -2.872 0.0858
C -2.733 -4.530 -6.534 -0.0301
C -2.554 -6.024 -6.525 -0.4935
O -1.920 -6.587 -5.634 0.0389
C -3.182 -6.805 -7.649 -0.0267
H -2.226 -4.099 -5.664 0.0820
H -2.290 -4.108 -7.441 0.0864
H -3.796 -4.282 -6.479 0.0872
H -2.760 -6.485 -8.605 0.0855
H -4.265 -6.658 -7.643 0.0864
H -2.972 -7.871 -7.512 0.0855
C 6.041 -1.881 7.682 -0.0271
C 4.789 -2.370 8.361 -0.4977
O 4.127 -3.294 7.892 0.0372
C 4.380 -1.684 9.637 -0.0274
H 6.213 -2.468 6.773 0.0852
H 5.926 -0.831 7.403 0.0846
H 6.898 -2.008 8.347 0.0852
H 4.192 -0.625 9.446 0.0823
H 5.164 -1.801 10.390 0.0854
H 3.459 -2.141 10.015 0.0839
C 1.791 2.269 -7.138 -0.0187
C 2.721 1.472 -6.264 -0.4819
O 2.309 0.877 -5.269 0.0265
C 4.174 1.429 -6.653 -0.0197
H 0.774 2.210 -6.736 0.0810
H 2.101 3.317 -7.152 0.0882
H 1.790 1.859 -8.151 0.0623
H 4.590 2.440 -6.645 0.0877
H 4.280 0.982 -7.645 0.0670
H 4.725 0.817 -5.932 0.0851
C 4.911 1.239 -11.022 -0.0223
C 3.471 0.816 -11.127 -0.4795
O 2.738 0.793 -10.138 0.0394
C 2.960 0.421 -12.487 -0.0230
H 5.139 1.496 -9.982 0.0718
H 5.563 0.419 -11.331 0.0889
H 5.085 2.120 -11.646 0.0884
H 3.526 -0.437 -12.861 0.0928
H 3.048 1.264 -13.176 0.0925
H 1.905 0.138 -12.410 0.0632
C -1.677 -1.057 -15.371 -0.0276
C -0.655 -1.090 -14.267 -0.4881
O 0.513 -0.762 -14.468 0.0446
C -1.116 -1.540 -12.907 -0.0244
H -1.202 -0.712 -16.295 0.0850
H -2.078 -2.060 -15.536 0.0862
H -2.482 -0.364 -15.112 0.0867
H -1.492 -2.565 -12.962 0.0864
H -1.896 -0.869 -12.538 0.0883
H -0.272 -1.514 -12.210 0.0803
```